[1]
74
Properties=species:S:1:pos:R:3 method="wB97M-V/def2-TZVPD" lumo_ev=-3.90 e_tot_ev=-142686.3035 charge=0 orbital_gap_ha=0.0773
C 6.663 1.328 1.173
C 5.203 2.062 1.514
C 5.150 3.592 0.913
C 3.795 4.440 1.403
C 2.566 3.896 0.459
C 1.074 3.975 1.197
C 0.432 2.442 1.033
N -0.101 2.112 -0.371
C -0.712 0.769 -0.711
N -1.236 0.502 -2.133
C -2.623 0.560 -2.144
S -4.320 0.654 -2.331
C -0.793 -0.419 0.462
N -1.381 -1.746 0.011
C -0.234 -0.147 2.014
C -0.288 -1.283 3.195
O -1.123 -2.344 3.015
O 0.453 -1.261 4.469
P 2.089 -1.832 4.292
C 2.254 -3.169 2.924
O 3.101 -0.503 3.709
C 0.378 1.365 2.294
C 0.949 1.908 3.737
O 2.214 2.402 3.831
N -0.001 1.881 4.927
C -0.937 3.108 4.892
O -1.623 3.394 6.021
F -1.107 3.902 3.651
H 6.547 0.188 0.910
H 7.249 1.861 0.310
H 7.301 1.359 2.180
H 4.392 1.418 0.920
H 4.912 1.979 2.650
H 5.011 3.476 -0.266
H 6.130 4.216 1.068
H 3.601 4.353 2.560
H 3.980 5.571 1.089
H 2.595 4.458 -0.577
H 2.809 2.757 0.206
H 0.422 4.678 0.508
H 1.131 4.333 2.309
H -0.080 2.830 -1.154
H -2.199 -2.038 0.592
H -0.650 -2.488 -0.060
H 2.031 -2.769 1.841
H 1.666 -4.175 3.179
H 3.402 -3.488 2.920
H 3.380 -0.682 2.763
H -0.673 1.078 4.739
Cl -1.220 4.025 0.866
Ca 3.580 -3.361 0.908
C -6.798 -2.268 -6.645
C -6.061 -1.289 -5.772
O -5.357 -0.396 -6.241
N -6.192 -1.416 -4.421
C -6.967 -2.392 -3.690
H -6.599 -2.044 -7.697
H -6.455 -3.285 -6.437
H -7.874 -2.185 -6.471
H -5.669 -0.724 -3.897
H -7.694 -1.856 -3.076
H -6.286 -2.948 -3.042
H -7.489 -3.087 -4.349
O 3.772 -5.786 -1.885
H 4.000 -5.743 -2.826
H 4.006 -6.691 -1.629
F -2.074 -7.143 -1.319
Al -2.074 -5.351 -1.500
F -2.192 -4.923 -3.245
F -0.548 -4.679 -0.818
F -3.482 -4.658 -0.616
Cl 0.026 1.017 -3.857
Na -3.274 5.234 0.289
Cl -3.874 1.453 -4.762



[2]
47
Properties=species:S:1:pos:R:3 method="wB97M-V/def2-TZVPD" lumo_ev=0.18 smiles="COc1cc(NC(=O)c2oc3ccccc3c2C)ccc1NC(=O)c1ccco1" e_tot_ev=-36324.2010 e_above_lowest_kcal_mol=41.5 charge=0 orbital_gap_ha=0.2867
C 3.932 0.218 -0.464
H 5.009 0.113 -0.344
O 3.361 -0.483 0.617
C 1.996 -0.517 0.716
C 1.135 0.094 -0.177
C -0.244 0.003 0.010
C -0.749 -0.703 1.096
C 0.108 -1.315 1.991
C 1.482 -1.233 1.817
N 2.408 -1.823 2.675
C 2.184 -2.561 3.797
O 1.092 -2.839 4.257
C 3.432 -3.014 4.435
C 3.605 -3.769 5.567
C 4.998 -3.915 5.735
C 5.573 -3.242 4.699
O 4.640 -2.695 3.907
H 6.598 -3.087 4.426
H 5.503 -4.445 6.516
H 2.824 -4.159 6.185
H 3.370 -1.666 2.404
H -0.279 -1.863 2.833
H -1.816 -0.775 1.243
N -1.146 0.604 -0.867
C -0.902 1.339 -1.990
O 0.200 1.608 -2.435
C -2.136 1.798 -2.642
C -2.275 2.551 -3.779
C -3.686 2.705 -3.966
C -4.486 3.347 -4.911
C -5.853 3.279 -4.762
C -6.436 2.589 -3.696
C -5.668 1.946 -2.747
C -4.292 2.014 -2.897
O -3.353 1.465 -2.096
H -6.111 1.411 -1.921
H -7.512 2.559 -3.615
H -6.493 3.767 -5.481
H -4.041 3.881 -5.736
C -1.189 3.090 -4.633
H -1.602 3.650 -5.468
H -0.539 3.737 -4.047
H -0.571 2.277 -5.010
H -2.121 0.471 -0.632
H 1.503 0.645 -1.024
H 3.628 -0.210 -1.423
H 3.663 1.278 -0.439



[3]
28
Properties=species:S:1:pos:R:3 method="wB97M-V/def2-TZVPD" lumo_ev="-6.94 / -5.90" spin_multiplicity=2 e_tot_ev=-132682.1709 s2=1.068 e_above_lowest_kcal_mol=0.0 charge=+1 orbital_gap_ha="0.2361 / 0.2742"
Fe 0.202 -0.840 -0.451
Br 2.236 -0.974 -2.803
C 3.099 -0.852 -1.130
C 4.460 -0.773 -0.925
C 4.904 -0.724 0.394
C 4.002 -0.767 1.456
C 2.665 -0.836 1.142
N 2.248 -0.871 -0.119
C 1.498 -0.897 2.088
O 1.603 -0.821 3.270
O 0.354 -1.069 1.430
H 5.145 -0.754 -1.760
H 5.965 -0.653 0.593
H 4.319 -0.757 2.489
O -3.975 3.213 -0.274
C -4.528 2.017 -0.368
O -5.710 1.837 -0.434
C -3.623 0.818 -0.394
C -4.119 -0.472 -0.397
N -3.076 -1.309 -0.460
N -1.919 -0.640 -0.503
C -2.236 0.650 -0.456
C -1.101 1.604 -0.436
O -1.246 2.791 -0.327
O 0.063 1.001 -0.558
H -2.996 3.196 -0.252
H -5.143 -0.805 -0.353
H -3.090 -2.316 -0.460